1.
DFT (ωB97M-V with the def2-TZVPD basis set) results for a molecular structure, C5H4IrO4 at a distorted geometry.

Geometry as ORCA input:
```
! RIJCOSX wB97M-V def2-TZVPD def2/J DEFGRID3
* xyz 3 5
C 3.213 -0.159 0.064
C 3.449 0.878 -0.570
H 3.689 1.856 -0.971
H 2.212 0.500 -0.488
O -1.309 -1.474 0.350
C -0.109 -0.896 0.340
O 0.668 -1.070 1.312
O -0.116 0.196 -0.370
Ir 2.347 -1.582 1.225
C -2.565 -0.103 -0.020
C -1.740 0.543 -0.831
O -3.617 0.048 0.632
H -1.713 1.636 -0.907
H -4.408 -0.373 0.234
*
```

Summary:
E_LUMO (alpha / beta): -14.57 / -18.17 eV
HOMO energy (alpha / beta): -23.3 / -23.2 eV
Kohn-Sham gap (alpha / beta): 8.7 / 5.0 eV

Okay, here come the Löwdin numbers, in e, for every atom:
1 C -0.12
2 C 0.25
3 H 0.17
4 H 0.15
5 O 0.15
6 C -0.56
7 O -0.07
8 O 0.10
9 Ir 1.88
10 C -0.03
11 C 0.30
12 O 0.36
13 H 0.18
14 H 0.24

2.
DFT (ωB97M-V with the def2-TZVPD basis set) results for a molecular structure, C5H4LaNO5 at a distorted geometry.

Geometry as ORCA input:
```
! RIJCOSX wB97M-V def2-TZVPD def2/J DEFGRID3
* xyz 2 1
O 0.310 -4.617 -1.376
C -0.489 -3.811 -1.508
La -1.134 0.884 0.103
O 1.387 -1.545 0.803
C 0.478 -0.837 0.678
C 1.118 1.576 -0.258
O 2.253 1.710 -0.446
C 0.696 0.402 -3.030
O 0.369 1.179 -3.860
C 0.362 -0.438 -1.964
O 0.638 -1.632 -1.917
H -2.608 1.692 0.518
N -0.876 1.309 2.761
H -1.586 1.935 3.156
H 0.022 1.735 3.008
H -0.938 0.459 3.331
*
```

Summary:
E_LUMO: -10.52 eV
HOMO energy: -17.3 eV
Energy relative to the best compared isomer or geometry (same formula, charge and spin): 87.5 kcal/mol
Kohn-Sham gap: 6.8 eV

Okay, here come the Löwdin numbers, in e, for every atom:
1 O 0.07
2 C 0.02
3 La 1.74
4 O 0.21
5 C -0.14
6 C -0.13
7 O 0.22
8 C 0.03
9 O 0.31
10 C -0.31
11 O 0.02
12 H -0.22
13 N -0.04
14 H 0.07
15 H 0.07
16 H 0.07

3.
DFT (ωB97M-V with the def2-TZVPD basis set) results for a molecular structure, C5H4LiO7Rb at a distorted geometry.

Geometry as ORCA input:
```
! RIJCOSX wB97M-V def2-TZVPD def2/J DEFGRID3
* xyz -1 2
O -2.477 -1.918 0.601
C -3.112 -0.989 1.444
C -3.423 0.216 0.521
O -3.001 -0.207 -0.750
C -1.954 -1.211 -0.568
H -4.021 -1.444 1.865
H -2.458 -0.690 2.282
H -2.876 1.118 0.847
H -4.494 0.459 0.485
O -1.791 -1.971 -1.593
Rb 2.867 0.965 0.248
O 0.159 -1.039 0.655
O -0.335 0.605 -0.750
C -0.617 -0.478 -0.167
C 6.440 1.089 -1.709
O 7.562 1.323 -2.157
O 5.887 1.578 -0.698
Li 7.645 2.595 -0.557
*
```

Summary:
E_LUMO (alpha / beta): -0.15 / -0.27 eV
HOMO energy (alpha / beta): -2.1 / -1.8 eV
Energy relative to the best compared isomer or geometry (same formula, charge and spin): 12.6 kcal/mol
Kohn-Sham gap (alpha / beta): 1.9 / 1.6 eV

Okay, here come the Löwdin numbers, in e, for every atom:
1 O -0.07
2 C -0.21
3 C -0.21
4 O -0.07
5 C -0.69
6 H 0.10
7 H 0.10
8 H 0.10
9 H 0.10
10 O -0.10
11 Rb 0.85
12 O -0.12
13 O -0.13
14 C -0.65
15 C -0.49
16 O -0.11
17 O -0.22
18 Li 0.82

4.
DFT (ωB97M-V with the def2-TZVPD basis set) results for a gas-phase ion, C5H4N (charge +1) at a distorted geometry.

Geometry as ORCA input:
```
! RIJCOSX wB97M-V def2-TZVPD def2/J DEFGRID3
* xyz 1 1
C -0.041 -1.215 0.036
C -0.888 -0.659 0.824
C 0.672 0.634 -0.724
C 0.986 -0.819 -0.871
C -1.272 0.549 1.190
N 0.209 1.660 -0.428
H 2.164 -0.999 -0.799
H 0.951 -0.992 -1.935
H -1.561 1.222 0.412
H -1.221 0.619 2.295
*
```

Summary:
E_LUMO (alpha / beta): -8.31 / -8.31 eV
HOMO energy (alpha / beta): -16.3 / -16.3 eV
Energy relative to the best compared isomer or geometry (same formula, charge and spin): 68.7 kcal/mol
Kohn-Sham gap (alpha / beta): 8.0 / 8.0 eV

Okay, here come the Löwdin numbers, in e, for every atom:
1 C 0.20
2 C 0.02
3 C -0.16
4 C -0.08
5 C 0.23
6 N 0.19
7 H 0.20
8 H 0.15
9 H 0.10
10 H 0.15